1.
# H3OPS2

The molecule H3OPS2 at a distorted geometry (ωB97M-V with the def2-TZVPD basis set, the OMol25 dataset).

Summary:
E_HOMO: -9.2 eV
SMILES: O=[S@@H](P)=S
LUMO energy: -1.16 eV
Gap between HOMO and LUMO: 8.040 eV
Max |F|: 3.934 eV/Å

XYZ file:
```
7
Properties=species:S:1:pos:R:3:forces:R:3:lowdin_charge:R:1
O 1.020 -1.477 0.097 0.37 -3.64 1.43 -0.524
S 0.632 -0.219 -0.380 -0.63 3.13 0.78 0.045
P -1.713 0.097 0.033 1.67 -1.11 -0.51 0.699
S 1.818 1.238 0.034 -0.66 0.35 0.30 0.183
H 0.787 -0.214 -1.644 -0.51 -0.14 -2.51 -0.060
H -1.137 1.164 0.627 0.00 1.74 0.60 -0.209
H -1.406 -0.590 1.234 -0.24 -0.33 -0.10 -0.133
```
Forces are in eV/Å.



2.
# H3OPS2

The molecule H3OPS2 at a distorted geometry (ωB97M-V with the def2-TZVPD basis set, the OMol25 dataset).

Summary:
E_HOMO: -9.0 eV
SMILES: O[P@@H](=S)S
LUMO energy: 0.11 eV
Gap between HOMO and LUMO: 9.119 eV
Max |F|: 5.064 eV/Å

XYZ file:
```
7
Properties=species:S:1:pos:R:3:forces:R:3:lowdin_charge:R:1
O 0.244 1.337 -0.727 -0.53 0.22 0.54 -0.360
P -0.357 0.176 0.239 -3.68 -1.90 -2.91 0.053
S -2.409 -0.368 0.036 3.93 1.12 0.49 0.027
S 1.098 -1.217 -0.311 0.28 -0.56 0.01 0.444
H 0.879 1.850 -0.212 0.04 0.30 -0.24 0.057
H 0.100 0.611 1.409 0.29 0.49 1.85 -0.052
H 0.445 -2.387 -0.435 -0.32 0.33 0.26 -0.168
```
Forces are in eV/Å.



3.
# H3OS

A cluster of 2 separate species, H3OS in total (ωB97M-V with the def2-TZVPD basis set, the OMol25 dataset).

Summary:
E_HOMO: -2.8 eV
LUMO energy: 4.57 eV
Gap between HOMO and LUMO: 7.376 eV
Net charge: -1
Max |F|: 0.302 eV/Å

XYZ file:
```
5
Properties=species:S:1:pos:R:3:forces:R:3:lowdin_charge:R:1
S -0.450 0.841 -0.638 -0.01 -0.07 -0.11 -0.224
H -0.961 1.574 0.361 0.02 -0.01 0.08 -0.467
H 0.602 -0.952 0.394 0.14 0.23 -0.14 -0.137
H 0.239 -1.618 1.661 0.06 -0.12 0.11 -0.001
O 0.942 -1.645 1.005 -0.21 -0.03 0.06 -0.171
```
Forces are in eV/Å.



4.
# H3OS2

A cluster of 2 separate species, H3OS2 in total at a distorted geometry (ωB97M-V with the def2-TZVPD basis set, the OMol25 dataset).

Summary:
E_HOMO: -2.6 eV
LUMO energy: 3.64 eV
Gap between HOMO and LUMO: 6.252 eV
Net charge: -1
Max |F|: 5.085 eV/Å

XYZ file:
```
6
Properties=species:S:1:pos:R:3:forces:R:3:lowdin_charge:R:1
O 0.946 2.304 0.459 -4.42 -2.37 0.82 -0.144
H 1.732 2.176 0.012 2.53 -0.54 -1.49 -0.047
S 0.229 -1.130 -0.504 -0.32 -0.56 -0.24 -0.437
S -1.317 -2.658 -0.633 0.44 1.40 0.79 -0.109
H 0.395 1.406 0.250 1.80 2.68 0.62 0.016
H -1.985 -2.097 0.415 -0.03 -0.60 -0.49 -0.278
```
Forces are in eV/Å.



5.
# H3PS2

A cluster of 2 separate species, H3PS2 in total at a distorted geometry (ωB97M-V with the def2-TZVPD basis set, the OMol25 dataset).

Summary:
E_HOMO (spin up / spin down): -6.1 / -9.7 eV
LUMO energy (spin up / spin down): 0.49 / -2.93 eV
2S+1: 3
Gap between HOMO and LUMO (spin up / spin down): 6.544 / 6.812 eV
Max |F|: 1.956 eV/Å

XYZ file:
```
6
Properties=species:S:1:pos:R:3:forces:R:3:lowdin_spin:R:1
P 0.166 -1.279 -0.271 0.28 -0.43 1.89 0.873
S 1.843 -0.223 0.356 0.86 -0.56 -0.69 0.301
S -1.369 -0.189 0.595 -0.01 -0.17 -0.12 0.124
H -0.179 -0.577 -1.980 -0.33 0.59 -1.40 0.629
H 1.382 0.829 1.008 -0.58 0.22 0.50 0.022
H -1.015 0.897 -0.118 -0.22 0.36 -0.18 0.051
```
Forces are in eV/Å.



6.
# H3PS4

A cluster of 2 separate species, H3PS4 in total (ωB97M-V with the def2-TZVPD basis set, the OMol25 dataset).

Summary:
E_HOMO (spin up / spin down): -9.4 / -8.7 eV
LUMO energy (spin up / spin down): -2.45 / -2.65 eV
Gap between HOMO and LUMO (spin up / spin down): 6.944 / 6.001 eV
Max |F|: 0.631 eV/Å

XYZ file:
```
8
Properties=species:S:1:pos:R:3:forces:R:3:lowdin_charge:R:1
P 0.159 0.792 -0.147 0.04 0.63 -0.02 -0.328
S -0.430 2.581 -0.688 0.06 -0.61 0.11 0.108
S -2.360 -1.812 -0.111 0.09 0.31 0.04 0.313
S 2.225 0.468 -0.621 -0.35 -0.18 0.32 0.309
S 0.055 0.570 1.947 0.16 0.25 -0.23 0.319
H -1.593 -2.860 -0.423 0.12 -0.14 -0.08 -0.302
H 2.080 1.007 -1.835 -0.04 0.04 -0.15 -0.198
H -0.135 -0.746 1.877 -0.08 -0.31 0.01 -0.221
```
Forces are in eV/Å.